C37H46ClLaN7O6SSi2 | ωB97M-V with the def2-TZVPD basis set

Element x y z (Å)
La  -0.336  -0.878  -0.336
O  3.737  0.146  5.959
C  4.315  -0.347  4.770
C  3.239  -0.567  3.750
C  3.418  -1.440  2.686
C  2.421  -1.531  1.735
N  1.294  -0.821  1.780
C  1.081  -0.025  2.838
C  2.036  0.123  3.835
C  -0.246  0.637  2.929
C  -0.508  1.620  3.873
C  -1.791  2.136  4.005
C  -2.059  3.224  5.017
O  -1.011  4.170  5.081
C  -2.785  1.620  3.188
C  -2.436  0.673  2.239
N  -1.201  0.203  2.087
H  4.424  0.267  6.619
H  4.867  -1.277  4.938
H  5.018  0.383  4.345
H  4.316  -2.036  2.594
H  2.531  -2.197  0.887
H  1.869  0.749  4.698
H  0.272  2.018  4.507
H  -2.116  2.781  6.013
H  -3.024  3.697  4.810
H  -0.996  4.686  4.269
H  -3.807  1.969  3.262
H  -3.185  0.284  1.560
C  -2.120  1.411  -5.035
Si  -1.066  0.440  -3.799
C  -1.608  -1.360  -4.042
C  0.730  0.721  -4.324
C  -1.288  0.910  -1.964
C  -2.656  0.482  -1.581
C  -3.850  1.111  -1.970
C  -5.069  0.567  -1.626
C  -5.112  -0.620  -0.893
C  -3.916  -1.190  -0.526
N  -2.728  -0.650  -0.834
Si  -0.912  2.735  -1.656
C  0.904  3.134  -2.021
C  -1.923  4.049  -2.569
C  -1.170  3.086  0.195
H  -1.892  1.059  -6.045
H  -1.917  2.481  -5.014
H  -3.192  1.269  -4.877
H  -1.102  -1.804  -4.904
H  -2.680  -1.408  -4.245
H  -1.419  -1.998  -3.178
H  1.018  0.000  -5.094
H  1.431  0.632  -3.493
H  0.853  1.720  -4.745
H  -3.795  2.008  -2.570
H  -5.988  1.046  -1.937
H  -6.050  -1.083  -0.623
H  -3.885  -2.117  0.038
H  1.027  3.538  -3.028
H  1.558  2.268  -1.940
H  1.272  3.888  -1.319
H  -1.797  3.985  -3.649
H  -1.595  5.046  -2.264
H  -2.992  3.983  -2.354
H  -0.481  2.498  0.812
H  -2.190  2.858  0.512
H  -0.979  4.141  0.406
O  1.567  -4.011  -5.110
C  2.254  -2.892  -5.080
O  2.743  -2.401  -6.064
C  2.428  -2.231  -3.742
C  3.331  -1.213  -3.479
Cl  4.476  -0.573  -4.541
N  3.112  -0.761  -2.215
N  2.065  -1.411  -1.667
C  1.664  -2.312  -2.563
C  0.542  -3.259  -2.192
O  0.420  -4.305  -2.812
O  -0.202  -2.870  -1.227
C  3.783  0.239  -1.448
C  5.116  0.577  -1.656
C  5.702  1.557  -0.869
C  4.989  2.192  0.135
C  3.669  1.835  0.358
C  3.075  0.864  -0.427
H  1.217  -4.279  -4.221
H  5.703  0.086  -2.412
H  6.738  1.818  -1.043
H  5.458  2.956  0.740
H  3.091  2.312  1.139
H  2.053  0.578  -0.240
C  -3.152  -5.944  3.722
N  -2.384  -5.124  2.802
C  -1.957  -3.885  3.050
N  -2.390  -3.291  4.175
S  -0.914  -3.105  1.986
H  -3.366  -6.895  3.246
H  -4.103  -5.469  3.970
H  -2.595  -6.140  4.642
H  -2.020  -5.540  1.961
H  -2.880  -3.802  4.891
H  -1.991  -2.401  4.411

Values from the calculation:
E, Ha: -3741.291406
Total charge: +1
HOMO level, hartree: -0.3763
ΔE to the lowest compared entry with this formula, charge and spin, kcal per mole: 19.3
HOMO-LUMO gap, eV: 7.3



C37H46CoF5N3O3PS | ωB97M-V with the def2-TZVPD basis set

Element x y z (Å)
Co  -0.346  -0.497  -0.083
C  -1.147  -0.152  -2.950
O  -0.422  0.471  -1.891
C  -0.761  1.852  -1.747
C  0.275  2.442  -0.841
O  0.305  1.632  0.324
C  1.252  2.103  1.275
H  -0.832  0.282  -3.900
H  -2.221  -0.017  -2.817
H  -0.920  -1.216  -2.922
H  -1.759  1.930  -1.320
H  -0.733  2.361  -2.716
H  0.026  3.479  -0.596
H  1.263  2.426  -1.318
H  0.985  3.110  1.603
H  2.256  2.123  0.838
H  1.234  1.429  2.127
F  -6.826  2.112  2.691
C  -5.848  1.541  2.000
C  -6.055  0.325  1.371
F  -7.236  -0.277  1.472
C  -5.027  -0.264  0.658
F  -5.259  -1.456  0.106
C  -3.773  0.327  0.536
S  -2.521  -0.465  -0.405
C  -3.605  1.551  1.173
F  -2.423  2.185  1.125
C  -4.613  2.155  1.902
F  -4.399  3.323  2.505
C  -0.308  5.950  -6.005
C  0.438  4.742  -5.507
C  1.311  4.839  -4.426
C  2.012  3.743  -3.949
C  1.844  2.509  -4.567
N  2.493  1.336  -4.095
C  3.713  1.293  -3.498
O  4.453  2.222  -3.305
N  4.071  -0.026  -3.074
C  3.408  -0.738  -2.096
C  4.035  -1.908  -1.553
C  3.474  -2.490  -0.490
C  2.244  -1.948  0.160
N  1.507  -0.959  -0.624
C  2.139  -0.373  -1.619
C  0.985  2.390  -5.649
C  0.287  3.497  -6.108
H  0.375  6.780  -6.190
H  -1.041  6.288  -5.271
H  -0.836  5.734  -6.932
H  1.456  5.800  -3.947
H  2.697  3.850  -3.121
H  2.142  0.459  -4.445
H  5.076  -0.137  -3.066
H  4.937  -2.298  -2.008
H  3.909  -3.377  -0.046
H  1.575  -2.784  0.300
H  1.623  0.448  -2.090
H  0.869  1.433  -6.147
H  -0.378  3.390  -6.956
C  -0.186  -4.286  0.517
C  -0.679  -3.677  1.838
C  -0.009  -4.433  2.986
C  -2.191  -3.927  1.875
P  -0.325  -1.794  1.955
C  1.396  -1.654  2.563
C  1.723  -1.799  3.885
C  3.044  -1.801  4.360
C  4.120  -1.775  3.443
C  3.883  -1.630  2.121
C  2.510  -1.349  1.581
C  -1.434  -1.028  3.309
C  -1.345  -1.544  4.755
C  -2.927  -1.162  2.930
C  -1.055  0.459  3.321
H  -0.647  -5.270  0.413
H  0.888  -4.456  0.506
H  -0.480  -3.698  -0.356
H  -0.280  -5.489  2.899
H  -0.331  -4.093  3.969
H  1.078  -4.363  2.940
H  -2.356  -4.992  1.701
H  -2.722  -3.378  1.097
H  -2.626  -3.690  2.840
H  0.947  -1.994  4.607
H  3.232  -1.908  5.419
H  5.133  -1.901  3.802
H  4.708  -1.609  1.422
H  2.501  -0.257  1.415
H  -1.480  -2.621  4.840
H  -2.176  -1.080  5.293
H  -0.444  -1.242  5.283
H  -3.408  -1.939  3.519
H  -3.099  -1.384  1.886
H  -3.432  -0.224  3.169
H  -0.062  0.607  3.751
H  -1.768  0.998  3.948
H  -1.087  0.906  2.325

Values from the calculation:
E, Ha: -4448.814656
Total charge: +1
HOMO level (alpha / beta), hartree: -0.3641 / -0.3783
HOMO-LUMO gap (alpha / beta), eV: 7.1 / 6.4
2S+1: 4